# 1
ORCA calculation (ωB97M-V/def2-TZVPD) on one molecule with the formula C3H2ClFS2 in a non-equilibrium geometry.

## Properties
Energy relative to the best compared isomer or geometry (same formula, charge and spin) in eV: 0.312
HOMO-LUMO gap in eV: 8.5
SMILES: F/C(Cl)=C\SC=S

Structure (ORCA input):
```
! wB97M-V def2-TZVPD RIJCOSX def2/J DEFGRID3
* xyz 0 1
F -1.91491 1.20865 -0.96003
C -1.40466 1.02213 0.26469
Cl -2.19849 2.06533 1.37607
C -0.53109 0.03159 0.49953
S -0.10160 -0.95669 -0.90489
C 1.64818 -0.98580 -0.59172
S 2.68861 -2.02122 -1.23896
H -0.09884 -0.12164 1.39747
H 1.91279 -0.24237 0.15784
*
```

# 2
ORCA calculation (ωB97M-V/def2-TZVPD) on a 12-piece molecular cluster, C44H102BO19 overall in a non-equilibrium geometry.

## Properties
Energy relative to the best compared isomer or geometry (same formula, charge and spin) in eV: 0.000
HOMO-LUMO gap in eV: 9.8

Structure (ORCA input):
```
! wB97M-V def2-TZVPD RIJCOSX def2/J DEFGRID3
* xyz -1 1
O -2.43626 21.71087 -23.57023
C -3.31932 22.35913 -23.09487
O -3.94599 23.39563 -23.63456
B -4.93758 23.93685 -22.67228
O -4.86192 23.05241 -21.49747
C -3.92699 22.13550 -21.69663
O -3.57208 21.29352 -20.92969
O -6.28213 23.95864 -23.28443
C -6.72488 25.20299 -23.35076
O -7.73075 25.59807 -23.84932
C -5.64788 26.10725 -22.69999
O -4.63918 25.33991 -22.33358
O -5.74427 27.29483 -22.63797
C -10.20002 18.77218 -23.21146
C -9.09156 19.76991 -22.97149
O -8.30527 19.84540 -24.13332
C -7.32368 20.86125 -24.06170
C -6.46582 20.79174 -25.28776
H -10.74754 19.05502 -24.10885
H -9.78684 17.77270 -23.36884
H -10.87031 18.71525 -22.35357
H -9.53726 20.76004 -22.77574
H -8.47073 19.54898 -22.09007
H -7.81597 21.84112 -23.99829
H -6.70821 20.73168 -23.16181
H -5.95471 19.82528 -25.34584
H -5.66424 21.53269 -25.21477
H -6.98071 20.95402 -26.23402
C -8.12730 27.26506 -28.09451
C -7.82094 26.15691 -27.10946
O -6.80327 25.35132 -27.70225
C -6.44855 24.24238 -26.90486
C -5.34248 23.49033 -27.60088
H -7.22649 27.85474 -28.26495
H -8.48167 26.85943 -29.04081
H -8.87203 27.93920 -27.66508
H -7.41355 26.58564 -26.18781
H -8.68871 25.53976 -26.85448
H -6.13097 24.52677 -25.89482
H -7.33704 23.60631 -26.76803
H -4.91733 22.73320 -26.93940
H -4.51949 24.16364 -27.83027
H -5.73722 22.94372 -28.45688
C -3.12337 17.88515 -25.98548
C -2.78059 18.24193 -24.55233
O -3.93730 18.04092 -23.75938
C -3.71513 18.31244 -22.38570
C -5.04814 18.47610 -21.70380
H -2.32767 18.20546 -26.66109
H -3.22810 16.80278 -26.09271
H -4.06296 18.34208 -26.29455
H -1.95334 17.60426 -24.21560
H -2.49277 19.29966 -24.49168
H -3.13342 17.51569 -21.90328
H -3.16141 19.25578 -22.29679
H -4.89819 18.79098 -20.66814
H -5.68301 17.59713 -21.82025
H -5.61397 19.30531 -22.13811
C -0.74284 20.62195 -19.43059
C 0.12535 20.06404 -18.34600
O 1.29881 19.49278 -18.89518
C 2.11819 18.91760 -17.91296
C 3.32067 18.28808 -18.59571
H -1.18610 19.84396 -20.05132
H -1.57798 21.14400 -18.95353
H -0.23472 21.34253 -20.06929
H 0.44807 20.86928 -17.66188
H -0.44440 19.35701 -17.72613
H 2.43620 19.70784 -17.21849
H 1.56409 18.14182 -17.36761
H 2.98437 17.67774 -19.43091
H 3.84356 17.65218 -17.87773
H 4.01560 19.05261 -18.93880
C -1.33525 24.05429 -26.70814
C -1.71155 22.61031 -26.51961
O -1.51800 21.92101 -27.75771
C -1.93883 20.58910 -27.68065
C -1.83520 19.94135 -29.05809
H -0.28481 24.15525 -26.98315
H -1.93072 24.53905 -27.48368
H -1.50712 24.61075 -25.78448
H -1.06319 22.14041 -25.76822
H -2.73006 22.49578 -26.14187
H -1.28042 20.02194 -27.00355
H -2.97542 20.50240 -27.33135
H -2.55504 20.38281 -29.74669
H -2.02464 18.87134 -28.94903
H -0.83321 20.06686 -29.46862
C 0.80848 25.06685 -22.72713
C -0.40742 24.43678 -22.09939
O -0.36645 24.70227 -20.70908
C -1.54659 24.29016 -20.05301
C -1.36941 24.41546 -18.55559
H 1.72403 24.66108 -22.29986
H 0.83388 24.92623 -23.81092
H 0.80917 26.15194 -22.59009
H -1.34985 24.76390 -22.55926
H -0.36540 23.34610 -22.25727
H -2.39473 24.90952 -20.37906
H -1.76059 23.23896 -20.29169
H -2.28809 24.16997 -18.02409
H -1.12936 25.45029 -18.28987
H -0.53869 23.79513 -18.21536
C -5.38570 21.12110 -18.13347
C -6.29452 20.02695 -17.59647
O -7.62448 20.51233 -17.70486
C -8.59636 19.50524 -17.48538
C -9.97087 20.11223 -17.56824
H -4.33222 20.85754 -18.05367
H -5.59945 21.29139 -19.18591
H -5.60565 22.00530 -17.53382
H -6.18553 19.08113 -18.14440
H -6.11114 19.79401 -16.53897
H -8.48076 18.73327 -18.25767
H -8.43680 19.04029 -16.50359
H -10.18303 20.80930 -16.75646
H -10.75290 19.34896 -17.50048
H -10.13189 20.61830 -18.52073
C -2.65880 27.36049 -29.95324
C -3.61355 27.17465 -28.80225
O -2.93380 27.53410 -27.61890
C -3.81105 27.65659 -26.50376
C -2.97423 27.67611 -25.25252
H -2.32138 28.38814 -30.05715
H -1.78508 26.73650 -29.73586
H -3.08080 26.98690 -30.88651
H -4.50938 27.80848 -28.90573
H -3.97335 26.13991 -28.74956
H -4.38901 28.57761 -26.64892
H -4.48764 26.79315 -26.46986
H -2.08450 28.30607 -25.28153
H -2.57927 26.67080 -25.06865
H -3.53461 27.91331 -24.34525
C -5.68107 27.20786 -19.02194
C -5.16852 28.62566 -19.16069
C -6.19783 29.56704 -19.75165
O -4.79038 29.13408 -17.84490
H -4.86833 26.49806 -18.83450
H -6.13312 26.82713 -19.94402
H -6.43512 27.05974 -18.24866
H -4.25896 28.64867 -19.76733
H -5.85154 30.59970 -19.73496
H -7.15418 29.50089 -19.22790
H -6.36799 29.26963 -20.79010
H -3.89612 28.83262 -17.66632
C -8.81621 22.47980 -20.54499
C -8.07086 23.47004 -19.67738
C -8.60239 24.86880 -19.83868
O -8.28866 23.12251 -18.30426
H -8.68407 22.66551 -21.61868
H -9.89675 22.59410 -20.39886
H -8.55291 21.43830 -20.35603
H -6.99661 23.45205 -19.89926
H -9.65526 24.90177 -19.53817
H -8.51989 25.21123 -20.87215
H -8.11768 25.56824 -19.15795
H -8.00576 22.20296 -18.15642
C -9.27331 28.33273 -22.00807
C -9.62672 29.80245 -21.93906
O -10.14422 30.28691 -23.18827
H -10.14539 27.67849 -22.09307
H -8.67382 28.01847 -21.15299
H -8.69213 28.14555 -22.91501
H -8.74809 30.39721 -21.70597
H -10.40332 29.96845 -21.18242
H -10.95539 29.79916 -23.35690
*
```

# 3
ORCA calculation (ωB97M-V/def2-TZVPD) on C3H9NNa as an isolated structure.

## Properties
Energy relative to the best compared isomer or geometry (same formula, charge and spin) in eV: 0.206
HOMO-LUMO gap in eV: 7.1

Structure (ORCA input):
```
! wB97M-V def2-TZVPD RIJCOSX def2/J DEFGRID3
* xyz 1 1
N -0.07409 0.16982 0.12432
C 0.51979 0.70017 -1.09306
C -1.19434 -0.69754 -0.20532
C 0.92233 -0.57059 0.88256
H -0.23711 1.27762 -1.65007
H 0.90443 -0.09955 -1.74813
H 1.35397 1.37305 -0.83233
H -0.88400 -1.55784 -0.82191
H -1.65118 -1.07734 0.72402
H -1.95376 -0.12214 -0.76103
H 1.32442 -1.42538 0.31312
H 1.75710 0.10043 1.14620
H 0.46861 -0.95020 1.81350
Na -1.25617 2.87949 2.10809
*
```

# 4
ORCA calculation (ωB97M-V/def2-TZVPD) on one molecule with the formula C5H7NO in a non-equilibrium geometry.

## Properties
Energy relative to the best compared isomer or geometry (same formula, charge and spin) in eV: 6.513
HOMO-LUMO gap (alpha / beta) in eV: 7.9 / 9.8

Structure (ORCA input):
```
! wB97M-V def2-TZVPD RIJCOSX def2/J DEFGRID3
* xyz 0 1
C 0.43742 1.78557 -0.07453
C 0.50194 0.56841 -0.84838
O 1.28633 -0.51876 -0.39446
C 0.11316 -1.32933 -0.11108
C -0.39704 -1.04865 1.30108
N -1.07989 0.21507 0.83143
C -0.79377 -0.18811 -0.58326
H 1.40453 2.26218 0.17217
H -0.32123 2.47228 -0.45034
H 0.93848 1.10662 -1.74384
H 0.21400 -2.33762 -0.52831
H -1.07729 -1.84071 1.68381
H 0.38568 -0.91324 2.05281
H -1.61234 -0.23371 -1.30708
*
```

# 5
ORCA calculation (ωB97M-V/def2-TZVPD) on one molecule with the formula C2H5N3O2 in a non-equilibrium geometry.

## Properties
Energy relative to the best compared isomer or geometry (same formula, charge and spin) in eV: 3.485
HOMO-LUMO gap in eV: 10.4
SMILES: [H]/N=C(/N)NOC=O

Structure (ORCA input):
```
! wB97M-V def2-TZVPD RIJCOSX def2/J DEFGRID3
* xyz 0 1
H -1.00423 -1.99093 -0.62441
N -1.42724 -1.03834 -0.83457
C -0.97028 -0.18315 0.03061
N -1.56324 1.02646 0.24184
N 0.00446 -0.50889 1.00897
O 1.36203 -0.96749 0.42389
C 1.95490 -0.06347 -0.36353
O 1.62935 1.06916 -0.36379
H -2.26346 1.14737 -0.39485
H -0.81081 1.78163 0.19722
H 0.26394 0.22137 1.66010
H 2.82456 -0.49372 -0.98147
*
```

# 6
ORCA calculation (ωB97M-V/def2-TZVPD) on C17H20BaN4O3S5Sb as an isolated structure in a non-equilibrium geometry.

## Properties
Energy relative to the best compared isomer or geometry (same formula, charge and spin) in eV: 0.126
HOMO-LUMO gap (alpha / beta) in eV: 6.3 / 5.8
<S²>: 0.763

Structure (ORCA input):
```
! wB97M-V def2-TZVPD RIJCOSX def2/J DEFGRID3
* xyz -2 2
Ba 0.90155 1.27392 -1.51029
S 5.05547 -1.88616 -1.73123
C 3.94773 -2.64840 -2.78959
C 2.77028 -1.96847 -2.87988
C 2.67945 -0.77723 -2.08541
C 3.85435 -0.60100 -1.41048
C 4.21683 0.49556 -0.52731
C 5.52168 0.66871 -0.03573
C 5.81341 1.75003 0.76875
C 4.80744 2.65929 1.07241
C 3.54786 2.41840 0.55436
N 3.24609 1.37088 -0.20563
H 4.23999 -3.56664 -3.28090
H 1.96718 -2.32181 -3.51839
H 6.28670 -0.04566 -0.30656
H 6.81866 1.89401 1.14593
H 4.99047 3.53140 1.68421
H 2.73242 3.11021 0.74987
N 0.19820 -0.24836 1.00530
C 0.17135 0.68006 2.13637
C -0.91336 1.72532 1.89056
N -0.68245 2.39630 0.61134
H -0.70397 -0.70560 0.90638
H 0.89247 -0.97253 1.14899
H 1.14266 1.18136 2.18847
H -0.01386 0.18842 3.10165
H -0.91946 2.43140 2.72511
H -1.87973 1.21147 1.88759
H -0.56205 3.39885 0.72136
H -1.48914 2.30519 -0.00164
S -0.88194 5.63199 -0.50771
Sb -0.47978 4.49466 -2.50048
S -1.64561 2.43726 -2.53278
S 1.80122 3.88719 -2.49115
N -1.58614 -1.35052 -1.56429
C -2.69308 -1.68578 -0.76639
C -3.70454 -0.75457 -0.52888
C -4.76184 -1.07140 0.31449
C -4.81683 -2.31169 0.92797
C -3.81371 -3.23897 0.69973
C -2.75564 -2.93192 -0.14045
S -6.15022 -2.75026 2.05499
O -7.11939 -1.66636 1.93854
O -6.62962 -4.03921 1.55976
O -5.49443 -2.83175 3.35809
H -1.09013 -2.13578 -1.95264
H -1.76267 -0.62303 -2.24322
H -3.64389 0.21588 -1.01341
H -5.56100 -0.36757 0.50807
H -3.88386 -4.20329 1.18726
H -1.96512 -3.65380 -0.32309
*
```